# 1
A molecular structure, C24H43ClN3O5Sc, computed with ωB97M-V/def2-TZVPD.

The value obtained for the HOMO energy is -0.18833 Eh. The net charge is 0. As for the molar mass: 534.033 Da. The frontier orbital gap comes out at 5.4 eV. The total energy comes out at -73517.0542 eV. The energy above the lowest of the compared OMol25 structures with the same formula, charge and spin is 0.0 kJ/mol. The strongest force on any atom is 4.59 eV/Å. As for the LUMO energy: 0.26 eV.

```
77
Properties=species:S:1:pos:R:3:forces:R:3:mulliken_charge:R:1
O 2.411557 -0.888635 -3.398434 -1.721 0.811 -0.408 -0.57
C 1.227767 -0.578958 -3.550282 -0.034 -0.514 1.331 -0.17
C 0.679598 0.808581 -3.699965 -0.302 0.016 0.356 0.16
C 0.944314 1.818132 -2.755077 0.851 -0.271 -0.206 0.88
H 1.127613 1.561190 -1.698678 0.322 0.115 -0.629 0.16
C 0.960255 3.133400 -3.195968 -0.470 0.192 -0.347 -0.69
H 1.330579 3.931959 -2.552499 -0.272 -0.216 -0.066 0.39
C 0.496369 3.436129 -4.484205 -0.021 -0.384 0.105 -0.55
H 0.572108 4.449920 -4.857899 -0.082 -0.038 0.007 0.41
C -0.131558 2.446089 -5.249716 -0.187 0.222 0.258 -0.62
H -0.626758 2.707740 -6.183790 0.048 -0.045 0.259 0.39
C -0.118826 1.122314 -4.812409 0.766 -0.085 0.044 -0.58
H -0.681497 0.326172 -5.307022 0.518 0.239 -0.235 0.41
H 0.448373 -1.359675 -3.443440 0.107 -0.142 -0.520 0.27
C -2.359179 -1.992890 -1.707989 -1.889 -0.825 0.663 -1.28
C -2.107820 -0.742400 -0.944806 4.061 0.474 -2.077 1.07
H -2.930736 -1.852374 -2.639748 -0.116 0.098 0.227 0.36
H -2.903064 -2.716466 -1.081197 0.058 -0.323 -0.238 0.27
H -1.426513 -2.480598 -2.013525 0.053 0.109 0.137 0.08
C -2.521539 0.466742 -1.303037 -1.310 0.862 -0.939 0.22
C -3.976699 0.786148 -1.514360 -0.290 -0.392 -0.791 -1.80
H -1.889529 1.343391 -1.465291 0.201 -0.020 1.247 0.26
H -4.208880 1.191328 -2.504414 -0.094 0.035 -0.159 0.36
H -4.307743 1.549176 -0.800723 0.060 -0.131 0.126 0.33
H -4.570860 -0.122036 -1.346159 -0.064 0.276 -0.075 0.38
Sc -0.531143 -0.627050 0.644605 -0.334 1.250 -0.330 -0.99
Cl -2.755623 -0.947766 1.497759 -1.013 -0.402 1.541 -0.37
C -0.837188 -0.364659 3.616938 0.578 -0.322 -1.720 -0.08
O -0.053899 -0.899367 2.771052 -0.970 0.691 2.058 -0.62
N -0.934583 -0.701607 4.892135 -0.225 -0.299 0.800 0.28
C -0.246982 -1.878593 5.419265 0.005 0.213 -0.070 -0.92
C -1.874698 -0.024883 5.789520 -0.144 0.151 -0.153 -1.00
H -1.527391 0.433359 3.286920 0.360 -0.303 0.355 0.45
H 0.404476 -2.239336 4.624076 -0.003 -0.105 0.212 0.22
H -0.967340 -2.656835 5.708974 0.094 0.222 -0.181 0.30
H 0.333130 -1.605814 6.309844 -0.038 -0.029 -0.240 0.32
H -2.252427 0.886835 5.313628 0.123 -0.233 0.035 0.31
H -1.388581 0.258125 6.729705 0.129 -0.064 -0.236 0.34
H -2.739839 -0.650949 6.050517 0.278 -0.049 -0.245 0.35
H 4.969820 1.051348 -1.317964 -0.145 0.143 0.014 0.33
H 4.521557 1.535975 1.131941 -0.182 -0.132 -0.116 0.44
C 3.883591 1.168775 -1.434571 0.348 -0.374 -0.032 -0.97
C 3.437445 1.422760 0.993631 -0.432 0.222 -0.163 -1.02
N 3.181592 0.689897 -0.249051 0.426 -0.526 0.266 0.47
H 3.551784 0.587300 -2.298927 0.137 0.243 0.132 0.31
C 2.587009 -0.516442 -0.252035 -0.799 0.252 0.483 -0.21
O 1.726987 -0.881926 0.580381 1.341 0.138 -0.827 -0.60
H 3.012243 0.881021 1.840108 -0.043 0.085 -0.193 0.18
H 2.893989 -1.205377 -1.068425 -0.218 0.587 0.077 0.54
H 3.646730 2.227022 -1.602796 0.007 -0.272 0.087 0.33
H 2.997474 2.426652 0.936460 0.053 -0.279 0.087 0.24
H 0.019073 -6.145149 1.095095 -0.050 0.145 -0.105 0.33
H 2.193790 -6.073705 -0.504165 -0.194 0.213 -0.103 0.31
C -0.450568 -5.548075 0.303670 0.026 0.054 0.045 -0.96
C 1.574463 -5.433478 -1.149975 0.020 0.100 0.053 -0.88
N 0.554341 -4.733056 -0.372019 0.218 -0.241 -0.244 0.26
H -1.199834 -4.882631 0.736153 0.086 -0.157 -0.095 0.25
C 0.539154 -3.405208 -0.299681 -1.904 1.121 1.255 0.86
O -0.339347 -2.753417 0.349408 2.154 -1.919 -1.309 -0.44
H 2.217135 -4.689180 -1.633895 -0.116 -0.250 0.054 0.26
H 1.332166 -2.883590 -0.856130 -0.145 -0.227 0.116 -0.35
H -0.911162 -6.238546 -0.413980 0.049 0.236 0.105 0.33
H 1.112983 -6.071598 -1.918507 0.060 0.267 0.211 0.32
C -1.960913 2.896039 1.146762 -0.131 0.252 0.106 -1.46
C -0.465264 2.601548 1.086745 0.218 -0.654 -0.600 1.61
C 0.194039 3.645515 0.202986 0.060 0.378 -0.320 -1.52
C 0.189627 2.724874 2.465345 0.000 -0.005 0.288 -1.29
O -0.241334 1.328517 0.505002 0.227 0.092 0.821 1.16
H -2.103909 3.900797 1.564858 -0.147 -0.124 0.033 0.45
H -2.503204 2.164092 1.757403 0.124 0.063 -0.105 0.19
H -2.393597 2.881795 0.138330 0.142 -0.075 0.261 0.18
H 0.080056 4.645811 0.641024 0.056 -0.093 -0.170 0.51
H 1.265200 3.428990 0.099486 -0.133 0.048 -0.020 0.13
H -0.262911 3.637975 -0.792265 0.071 0.012 0.147 0.33
H -0.300091 2.088484 3.208192 0.074 0.138 -0.078 0.14
H 1.247125 2.433360 2.418533 -0.269 0.043 -0.031 0.09
H 0.137530 3.766968 2.818590 -0.021 -0.292 -0.029 0.45
```
Forces are in eV/Å.

# 2
A molecular structure, C24H43CrN3O4P, computed with ωB97M-V/def2-TZVPD.

The value obtained for the HOMO energy (alpha / beta) is -0.55308 / -0.55877 Eh. The net charge is +2. As for the molar mass: 520.595 Da. The multiplicity is 4. The frontier orbital gap (alpha / beta) comes out at 7.6 / 8.4 eV. The total energy comes out at -75948.7825 eV. The strongest force on any atom is 0.70 eV/Å. As for the LUMO energy (alpha / beta): -7.43 / -6.85 eV.

```
76
Properties=species:S:1:pos:R:3:forces:R:3:nbo_charge:R:1
Cr -0.044063 0.244736 0.611890 -0.086 -0.214 -0.417 1.54
C 0.827572 1.316538 3.744213 -0.021 0.031 -0.014 -0.64
C -0.261515 0.738258 2.891724 0.007 0.035 0.336 0.00
C -1.196531 1.554908 2.250927 -0.041 -0.015 0.161 -0.26
C -2.318641 1.005472 1.587817 0.114 0.190 -0.160 0.04
C -3.379376 1.883620 1.002226 0.001 -0.054 -0.072 -0.65
C -2.427612 -0.380174 1.497758 -0.026 -0.014 -0.162 -0.17
C -1.493498 -1.234672 2.097292 0.252 -0.151 -0.064 0.06
C -1.657516 -2.722052 2.015258 0.003 0.006 -0.138 -0.65
C -0.397632 -0.660278 2.758065 -0.038 0.033 0.172 -0.29
H 0.441236 1.448764 4.757893 0.010 0.000 -0.020 0.27
H 1.153021 2.294932 3.387523 -0.037 -0.049 0.017 0.24
H 1.684122 0.647481 3.797895 -0.038 -0.003 0.010 0.23
H -1.121256 2.629318 2.357275 0.064 0.042 -0.099 0.26
H -4.304346 1.747358 1.567400 0.014 -0.003 -0.002 0.27
H -3.585232 1.601677 -0.032674 0.031 -0.008 0.033 0.25
H -3.110205 2.935792 1.044853 -0.020 -0.014 0.030 0.24
H -3.275599 -0.804882 0.975266 0.038 -0.009 -0.071 0.26
H -2.629063 -3.008052 2.423025 0.027 0.021 0.008 0.27
H -0.880100 -3.245238 2.568137 -0.012 0.023 -0.014 0.24
H -1.638069 -3.055120 0.972220 0.004 0.052 0.083 0.25
H 0.313527 -1.301420 3.260837 0.101 -0.042 -0.123 0.27
C -4.277555 -1.581842 -1.675544 -0.018 0.066 0.078 -0.63
C -3.067786 -1.289940 -2.539233 -0.031 0.016 -0.125 0.30
C -3.446408 -0.506948 -3.783729 0.043 0.057 0.007 -0.65
C -2.312963 -2.565276 -2.872020 0.153 0.041 0.005 -0.66
O -2.210585 -0.401100 -1.677620 0.196 -0.152 -0.252 -0.87
P -0.676073 -0.141514 -1.951170 -0.554 0.010 0.193 2.54
O -0.212826 -0.103233 -3.324365 0.149 0.007 -0.055 -1.03
O 0.116264 -0.958659 -0.874052 -0.599 0.056 0.360 -1.12
O -0.538195 1.281818 -1.081709 0.392 -0.234 0.252 -0.88
C -0.404238 2.663362 -1.708256 -0.133 0.198 -0.013 0.31
C 0.907041 2.738398 -2.461376 0.055 -0.204 0.017 -0.65
C -1.601041 2.847428 -2.618269 -0.066 -0.055 -0.023 -0.65
C -0.439884 3.621308 -0.535621 -0.027 -0.086 0.102 -0.62
H -5.018513 -2.127592 -2.261129 0.028 0.021 0.031 0.25
H -4.738227 -0.652302 -1.329693 0.016 -0.078 -0.029 0.22
H -4.007868 -2.201626 -0.816060 -0.016 0.028 -0.032 0.20
H -4.010466 -1.153278 -4.458798 0.001 0.044 0.048 0.24
H -2.557808 -0.159131 -4.312722 -0.044 -0.068 0.022 0.24
H -4.072382 0.349924 -3.526037 0.034 -0.026 -0.015 0.22
H -2.985713 -3.248220 -3.390671 0.014 -0.004 0.016 0.25
H -1.961790 -3.059204 -1.961937 -0.037 0.004 -0.030 0.21
H -1.460354 -2.372982 -3.528204 -0.083 -0.001 0.046 0.24
H 0.938905 2.016994 -3.277522 -0.004 0.045 0.052 0.26
H 1.750518 2.561538 -1.792885 -0.012 0.037 -0.035 0.20
H 1.011258 3.740610 -2.877082 -0.015 -0.004 0.001 0.25
H -1.586785 2.132992 -3.442927 0.012 0.054 0.035 0.25
H -1.560553 3.851910 -3.041759 -0.019 -0.017 0.006 0.25
H -2.536020 2.744772 -2.063134 0.051 0.009 -0.043 0.22
H 0.271402 3.319742 0.239458 -0.015 0.075 -0.073 0.20
H -1.439679 3.686392 -0.102568 0.092 -0.006 -0.034 0.22
H -0.150604 4.614861 -0.873678 -0.029 0.024 -0.011 0.26
C 4.036213 -3.321182 0.390106 -0.039 0.009 -0.045 -0.43
C 2.660357 -3.436330 1.009894 -0.003 0.105 -0.016 -0.21
N 1.946804 -2.156178 0.877693 -0.036 0.015 -0.013 -0.61
C 2.609339 -0.967350 0.927208 0.128 0.117 -0.076 0.66
N 1.886169 0.165732 0.845526 0.147 0.312 -0.096 -0.69
C 2.610043 1.450075 0.742838 -0.147 -0.222 0.187 -0.23
C 3.815015 1.434412 1.661223 -0.017 -0.010 0.039 -0.41
C 4.702716 0.291238 1.236387 -0.037 -0.125 0.013 -0.21
N 3.930522 -0.954115 1.088261 0.159 0.023 0.089 -0.38
C 4.755153 -2.181828 1.070359 -0.039 0.122 -0.054 -0.21
H 3.943777 -3.126736 -0.680580 0.021 -0.027 -0.002 0.22
H 4.602063 -4.241894 0.520821 0.004 -0.003 -0.002 0.25
H 2.738797 -3.700986 2.065164 -0.016 0.008 0.039 0.21
H 2.058956 -4.197595 0.520831 -0.045 -0.007 -0.004 0.23
H 1.212069 -2.151952 0.182158 -0.087 0.045 0.007 0.43
H 1.928915 2.257792 1.027240 -0.002 -0.084 -0.021 0.20
H 2.924202 1.636270 -0.286079 -0.010 -0.047 -0.043 0.21
H 3.493379 1.298210 2.695146 0.038 0.046 -0.021 0.21
H 4.359638 2.375378 1.597288 0.026 -0.014 -0.001 0.25
H 5.491175 0.106337 1.964088 0.005 -0.019 0.049 0.23
H 5.180956 0.514828 0.281061 0.046 -0.034 -0.041 0.22
H 5.014629 -2.443968 2.098077 0.004 0.032 0.039 0.21
H 5.678811 -1.936330 0.548783 0.020 0.041 -0.022 0.23
```
Forces are in eV/Å.